Entry 1:
Here is a molecular structure, C35H36N9O5S2W from the OMol25 dataset. Energies are from the ωB97M-V functional and the def2-TZVPD basis.

Values from the calculation:
Total charge: +1
Energy in Ha: -3087.68891
Frontier orbital gap in eV: 6.21
Multiplicity: 1

Positions of all 88 atoms, in Å:
W 1.39803 -0.16369 -0.29591
N 1.68965 3.27906 -3.32491
C 1.76354 2.41304 -2.25151
S 1.66693 0.71972 -2.56950
N 1.90686 2.92181 -1.07820
N 1.90173 1.98991 -0.03840
C 1.93430 2.57346 1.11351
C 1.91035 1.96134 2.40109
C 1.67846 2.76646 3.52999
C 1.59265 2.21318 4.78408
C 1.76569 0.83137 4.93102
C 2.02135 0.02306 3.84505
C 2.09434 0.57541 2.55742
O 2.35734 -0.19182 1.52189
H 1.97968 2.88334 -4.20540
H 2.08082 4.19187 -3.13902
H 1.93929 3.66081 1.08232
H 1.55861 3.83600 3.39423
H 1.40450 2.83581 5.64803
H 1.70322 0.38693 5.91691
H 2.15413 -1.04485 3.95121
C 3.45746 -4.06854 -0.36905
C 3.11782 -2.62528 -0.48396
N 1.93778 -2.14072 -0.72786
N 0.91496 -3.01942 -1.00891
C -0.15101 -2.35061 -1.32770
O -0.19326 -1.04480 -1.34471
C -1.39053 -3.09648 -1.63027
C -2.41891 -2.48085 -2.33806
C -3.58821 -3.16923 -2.61828
C -3.74088 -4.47753 -2.17943
C -2.72026 -5.09254 -1.46782
C -1.54608 -4.40926 -1.19552
C 4.10703 -1.57623 -0.39462
C 5.46706 -1.80634 -0.21217
C 6.33872 -0.74048 -0.25129
C 5.82762 0.52786 -0.49912
C 4.46918 0.68744 -0.65841
N 3.60846 -0.33521 -0.59377
H 2.58553 -4.67734 -0.58362
H 3.79173 -4.27792 0.64996
H 4.26417 -4.33831 -1.05213
H -2.28347 -1.46276 -2.68085
H -4.38008 -2.69390 -3.18410
H -4.65483 -5.01719 -2.39112
H -2.84199 -6.10870 -1.11706
H -0.75562 -4.87311 -0.62379
H 5.81847 -2.81529 -0.05170
H 7.40012 -0.89060 -0.10747
H 6.47263 1.39221 -0.56845
H 4.05260 1.66310 -0.85633
C -3.00333 3.79224 -2.47001
C -1.69433 3.35859 -1.75890
N -1.55863 1.91421 -1.81629
C -2.62281 1.27403 -1.06201
C -4.00422 1.69385 -1.62423
N -3.74257 2.53381 -2.84561
C -2.94502 1.73617 -3.84306
C -1.56316 1.46564 -3.19893
H -2.82565 4.33846 -3.39497
H -3.66857 4.37670 -1.83680
H -1.70270 3.66871 -0.71442
H -0.83174 3.81771 -2.24014
H -2.53652 1.56868 -0.01825
H -2.48499 0.19425 -1.11319
H -4.58144 2.30729 -0.93412
H -4.61407 0.84924 -1.94103
H -4.63213 2.79166 -3.26522
H -2.88617 2.32485 -4.75702
H -3.51245 0.82809 -4.04274
H -0.78037 1.99908 -3.73615
H -1.31503 0.40659 -3.22728
O 0.77343 -2.88720 3.07636
S -0.40548 -2.45425 2.39023
O -1.26992 -3.43896 1.81515
N -0.02894 -1.30452 1.27047
C -0.57971 -0.14096 1.53279
O -0.30514 0.80846 0.74093
C -1.37475 -0.08155 2.77089
C -2.00550 0.99463 3.36446
C -2.63265 0.78672 4.58715
C -2.62128 -0.46529 5.19343
C -1.97574 -1.54607 4.59862
C -1.35737 -1.32217 3.38948
H -1.98474 1.97244 2.90007
H -3.12882 1.61072 5.08285
H -3.11371 -0.59828 6.14758
H -1.95142 -2.51775 5.07362

Entry 2:
Here is a molecular structure, C35H37AsAuN2O from the OMol25 dataset. Energies are from the ωB97M-V functional and the def2-TZVPD basis.

Values from the calculation:
Total charge: +3
Energy in Ha: -3911.17507
Frontier orbital gap in eV: 5.70
Multiplicity: 1

Positions of all 77 atoms, in Å:
Au 1.23462 0.32586 -0.17227
O -1.37039 2.22210 1.10069
C -0.67097 3.45957 0.95736
C -0.83247 4.07910 -0.41414
C -0.58226 3.07016 -1.54824
C 0.85148 2.97133 -1.96715
C 1.36875 3.87859 -2.88392
C 2.69819 3.83352 -3.25773
C 3.51750 2.85684 -2.70662
C 2.95552 1.96320 -1.83094
N 1.65188 2.00265 -1.45365
H -2.27085 2.38848 1.40273
H 0.39516 3.22552 1.10792
H -0.95816 4.17166 1.73393
H -0.14070 4.92316 -0.47510
H -1.83446 4.49363 -0.53200
H -1.18290 3.36491 -2.40782
H -0.94232 2.08773 -1.24607
H 0.70903 4.63111 -3.29486
H 3.09078 4.54204 -3.97529
H 4.56357 2.77673 -2.96480
H 3.55434 1.16010 -1.41487
C 0.97884 -4.84449 -3.16045
C 1.37333 -3.57023 -3.55860
C 0.95666 -2.46300 -2.84101
C 0.14660 -2.65365 -1.72196
C -0.24362 -3.92495 -1.30422
C 0.17437 -5.02232 -2.04092
As -0.62172 -1.14651 -0.86216
C -1.79470 -0.23927 -2.04934
C -1.53987 0.30543 -3.29835
C -2.61335 0.80417 -4.02018
C -3.89423 0.75793 -3.48065
C -4.13256 0.20038 -2.23034
C -3.07508 -0.30693 -1.48751
C -3.18933 -0.98200 -0.17273
C -4.37238 -1.19868 0.51827
C -4.34822 -1.87496 1.73311
C -3.15691 -2.34631 2.27288
C -1.96194 -2.14995 1.59625
C -2.00283 -1.48215 0.38201
H 1.30174 -5.70592 -3.72956
H 1.99706 -3.44579 -4.43318
H 1.26523 -1.47094 -3.15283
H -0.87280 -4.05954 -0.43272
H -0.12983 -6.01662 -1.74339
H -0.54083 0.33380 -3.71542
H -2.45549 1.22185 -5.00524
H -4.72633 1.15100 -4.04954
H -5.14526 0.15073 -1.85363
H -5.31657 -0.85484 0.11834
H -5.27683 -2.04158 2.26268
H -3.16338 -2.87591 3.21581
H -1.03142 -2.52314 2.00477
C 2.28007 0.73614 5.05491
N 1.67438 1.31927 3.81220
C 2.74171 1.71685 2.84912
C 0.59051 0.46035 3.16152
C 1.08421 -0.85271 2.63211
C 1.30006 -1.87770 3.55351
C 1.78744 -3.12171 3.17799
C 2.07260 -3.35866 1.84537
C 1.81305 -2.37193 0.90179
C 1.32196 -1.12253 1.26797
H 2.91869 1.49306 5.50318
H 2.86880 -0.13386 4.78099
H 1.48306 0.46657 5.74293
H 1.19258 2.17090 4.10459
H 3.21479 0.81149 2.47502
H 3.47562 2.32934 3.36666
H 2.29118 2.28986 2.04041
H 0.15765 1.07359 2.37458
H -0.16987 0.31725 3.92856
H 1.06515 -1.70427 4.59689
H 1.93954 -3.89203 3.92197
H 2.47155 -4.31272 1.52756
H 2.03159 -2.59020 -0.13721

Entry 3:
Here is a molecular structure, C35H37BCl3N8O4S5Zr from the OMol25 dataset. Energies are from the ωB97M-V functional and the def2-TZVPD basis.

Values from the calculation:
Total charge: +1
Energy in Ha: -5538.49912
Frontier orbital gap in eV: 7.39
Multiplicity: 1

Positions of all 94 atoms, in Å:
Zr -0.55684 -1.06175 0.86469
O -4.73374 -1.90313 -0.66220
C -4.48077 -3.11180 -1.20513
C -5.52227 -3.69338 -1.93170
C -5.36547 -4.92926 -2.51662
C -4.16301 -5.62714 -2.39273
C -3.13208 -5.05931 -1.68316
C -3.26095 -3.79649 -1.08223
C -2.10843 -3.24402 -0.35786
O -2.27713 -2.11648 0.31518
N -0.97693 -3.85808 -0.36389
N -0.04630 -3.30527 0.54708
C 0.83992 -4.22458 0.83019
S 0.79127 -5.74427 -0.02213
C 2.34793 -6.36006 0.67331
C 2.46723 -5.83516 2.08568
S 2.05100 -4.06579 2.06400
H -3.96187 -1.63353 -0.13975
H -6.45017 -3.14265 -2.01199
H -6.18826 -5.36161 -3.07139
H -4.04519 -6.60240 -2.84464
H -2.19191 -5.58195 -1.57135
H 3.17939 -6.02076 0.05650
H 2.30775 -7.44845 0.65217
H 3.48508 -5.91578 2.46585
H 1.79133 -6.35514 2.76332
C 1.16720 -2.56563 -2.69835
N 2.23294 -2.54533 -1.70891
C 3.25444 -3.46187 -1.62975
C 4.05374 -3.06161 -0.61514
N 3.53362 -1.90912 -0.07472
B 4.29852 -1.24589 1.14468
N 3.61443 0.05741 1.62359
C 4.21191 1.29248 1.53199
C 3.45033 2.18411 2.20294
N 2.37175 1.48295 2.69867
C 1.34409 2.02811 3.56861
C 2.48307 0.19214 2.33022
S 1.37091 -1.05885 2.77263
C 2.43235 -1.60245 -0.75539
S 1.41291 -0.19961 -0.60460
H 0.98731 -3.59798 -2.98720
H 1.45169 -1.97733 -3.57002
H 0.25746 -2.16155 -2.26725
H 3.31864 -4.29898 -2.30302
H 4.95819 -3.49518 -0.22442
H 5.39290 -0.95304 0.74736
H 4.32285 -2.05978 2.02599
H 5.14192 1.41917 1.00740
H 3.57899 3.23527 2.39227
H 1.54952 3.08494 3.71840
H 1.35400 1.51218 4.52635
H 0.37275 1.91082 3.10385
Cl -4.22857 1.48361 6.79443
C -3.34179 1.21995 5.33602
C -2.96161 -0.06871 4.99392
C -2.25934 -0.24103 3.82016
Cl -1.77909 -1.84367 3.32395
C -1.91541 0.80625 2.96213
O -1.22480 0.58175 1.85490
C -2.32254 2.08413 3.35530
Cl -1.93561 3.42386 2.33028
C -3.02891 2.29764 4.52590
H -3.21241 -0.90815 5.62602
H -3.33718 3.29660 4.79926
C 1.40093 5.59052 0.10692
C 0.17139 4.75429 -0.21747
C 0.55819 3.30635 -0.47596
N -0.59636 2.41282 -0.63464
C -0.86520 1.54209 -1.59472
S -1.85077 0.17337 -1.23989
N -0.40269 1.63625 -2.85539
C 0.39504 2.64507 -3.50420
O 1.38032 2.29504 -4.09300
C -0.13843 4.02206 -3.48249
C 0.74608 5.07040 -3.73001
C 0.27890 6.37227 -3.73849
C -1.07120 6.62503 -3.52399
C -1.95605 5.57969 -3.29795
C -1.49149 4.27391 -3.26886
H 1.13756 6.63926 0.23943
H 2.13860 5.53482 -0.69733
H 1.88408 5.24912 1.02535
H -0.34819 5.16231 -1.08293
H -0.53742 4.78597 0.61331
H 1.12738 2.91704 0.37521
H 1.21504 3.20499 -1.33872
H -1.07963 2.19450 0.23040
H -0.39562 0.74991 -3.34132
H 1.79025 4.85060 -3.91301
H 0.96154 7.19179 -3.91978
H -1.43546 7.64409 -3.54078
H -3.00812 5.78030 -3.14625
H -2.17937 3.45675 -3.09311

Entry 4:
Here is a molecular structure, C35H37BrN7O4SSiW in a non-equilibrium geometry from the OMol25 dataset. Energies are from the ωB97M-V functional and the def2-TZVPD basis.

Values from the calculation:
Total charge: +1
Energy in Ha: -5368.72428
Frontier orbital gap (spin up / spin down) in eV: 6.01 / 6.01
Multiplicity: 1

Positions of all 87 atoms, in Å:
W -0.67329 0.32494 0.29597
O 0.82790 -2.03137 -2.45439
C 0.52117 -3.31502 -2.10100
C 0.95719 -4.33008 -2.93718
C 0.72393 -5.65471 -2.60205
C 0.04122 -5.97726 -1.43823
C -0.43960 -4.95783 -0.63204
C -0.21569 -3.62491 -0.95421
C -0.88848 -2.56164 -0.14085
O -0.09025 -1.43941 0.09052
N -2.05482 -2.02303 -0.89766
N -2.26430 -0.67165 -0.63814
C -1.69935 0.16070 -1.67199
C -2.46123 1.22049 -2.06006
Br -2.74170 1.62034 1.14575
C -3.43401 1.98335 -2.40146
C -4.83083 1.56117 -2.62398
C -5.35682 0.41626 -2.03124
C -6.63282 -0.00314 -2.36600
C -7.39654 0.72793 -3.26654
C -6.88605 1.89196 -3.82688
C -5.60728 2.31157 -3.50431
H 0.80194 -1.46821 -1.66661
H 1.47724 -4.05797 -3.84670
H 1.08015 -6.43969 -3.25643
H -0.12850 -7.01026 -1.16704
H -1.01311 -5.19391 0.25822
H -1.20735 -2.97217 0.82189
H -2.89947 -2.52345 -0.65162
H -1.16413 -0.35914 -2.46721
H -3.21234 3.02365 -2.64043
H -4.76455 -0.12106 -1.29919
H -7.04393 -0.89306 -1.90819
H -8.39770 0.40393 -3.51685
H -7.48723 2.47140 -4.51457
H -5.19917 3.20978 -3.95288
N 3.69399 -2.45947 6.16582
C 2.68541 -1.81866 5.51335
C 2.83868 -0.48467 5.10056
C 1.84093 0.14832 4.39943
C 0.67205 -0.54847 4.09705
C 0.49065 -1.86646 4.50463
C 1.48829 -2.49214 5.21706
S -0.54795 0.25800 3.18030
O -1.22273 -0.72418 2.27716
O -1.36936 1.07354 4.00397
N 0.21599 1.07347 1.97539
C 0.27194 2.46103 1.87428
N 0.62328 3.22001 2.88544
C 0.55169 4.53621 2.67546
C 0.14514 5.06858 1.46545
C -0.16205 4.17154 0.45996
N -0.09453 2.85925 0.64631
H 4.52683 -1.96542 6.42622
H 3.56437 -3.38470 6.52982
H 3.75934 0.03983 5.32546
H 1.95447 1.17654 4.07591
H -0.42924 -2.38626 4.26822
H 1.36187 -3.51656 5.54476
H 0.83231 5.16338 3.51296
H 0.06792 6.13367 1.30773
H -0.48497 4.50441 -0.51940
C 2.14191 0.87127 -3.39538
Si 1.43079 1.80412 -1.95516
C -0.14545 2.61835 -2.61625
C 2.47088 3.26727 -1.39238
N 1.15735 0.69196 -0.56388
C 2.36768 0.17434 0.01872
C 3.61829 0.57834 -0.47365
C 4.81189 0.11655 0.05441
C 4.81973 -0.79965 1.09327
C 3.59943 -1.22449 1.59009
C 2.40532 -0.73644 1.08212
H 2.06592 1.48314 -4.29970
H 1.59223 -0.05613 -3.56976
H 3.19025 0.60105 -3.27105
H 0.11891 3.60439 -3.00955
H -0.91847 2.77338 -1.85861
H -0.56781 2.05625 -3.45391
H 1.95120 4.21060 -1.56989
H 3.41885 3.32009 -1.93411
H 2.70612 3.20884 -0.32820
H 3.68757 1.27459 -1.29442
H 5.74306 0.47330 -0.36691
H 5.75012 -1.17578 1.49677
H 3.55775 -1.95307 2.39106
H 1.51191 -1.12151 1.53663

Entry 5:
Here is a molecular structure, C35H37ClO4P2Pd in a non-equilibrium geometry from the OMol25 dataset. Energies are from the ωB97M-V functional and the def2-TZVPD basis.

Values from the calculation:
Expectation value of S²: 2.021
Energy in Ha: -2927.13491
Frontier orbital gap (spin up / spin down) in eV: 4.61 / 4.66
Multiplicity: 3

Positions of all 80 atoms, in Å:
Pd -0.47965 2.18575 -2.18731
C -2.17821 1.57020 -3.13216
C -1.84528 0.30546 -2.62520
C -0.97697 -0.69420 -3.33770
C 0.25584 -0.09057 -4.04128
C 0.72487 1.21411 -3.46184
C 0.39079 2.46721 -4.02191
C -0.75100 2.66332 -4.99245
C -2.06074 1.90427 -4.61361
C 0.56626 0.51372 4.36395
H -2.97027 2.09506 -2.57358
H -2.53343 -0.17469 -1.89108
H -1.56779 -1.24862 -4.09245
H -0.65046 -1.45674 -2.60383
H 1.09886 -0.79200 -3.94867
H 0.05442 0.00488 -5.12325
H 1.69334 1.15811 -2.97209
H 1.18874 3.20386 -4.06031
H -0.41829 2.35922 -5.99431
H -0.98701 3.74165 -5.02085
H -2.92583 2.53248 -4.86754
H -2.08718 0.99632 -5.22982
H 1.58009 0.07300 4.31373
H 1.84658 -0.29462 2.07565
H 0.34568 -1.00591 5.52291
P -1.48434 -0.96538 -0.00042
P 2.47471 -0.49920 0.82384
C 0.12179 -1.65284 -0.15004
C 1.43406 -1.24340 -0.35764
C -2.41033 -2.33173 0.62407
C -2.87947 -3.40751 -0.15001
C -3.51993 -4.45506 0.49840
C -3.72211 -4.41169 1.88257
C -3.33339 -3.29720 2.63290
C -2.67085 -2.25874 2.00386
C -2.61704 0.40683 0.51695
C -2.16946 1.68870 0.88078
C -3.09049 2.71392 1.11088
C -4.45436 2.49430 0.89184
C -4.91864 1.22771 0.51886
C -4.01385 0.18974 0.33564
C 3.92319 -1.46833 1.37742
C 3.70127 -2.72443 1.97554
C 4.74450 -3.39644 2.61646
C 6.03192 -2.84629 2.64379
C 6.27417 -1.63096 1.98874
C 5.22705 -0.93654 1.36565
C 2.91678 1.07454 0.14338
C 2.24875 2.19640 0.66540
C 2.65011 3.47041 0.25136
C 3.66133 3.58501 -0.70595
C 4.13373 2.45504 -1.38507
C 3.69621 1.18584 -1.01164
H -0.01688 -2.73991 -0.22345
H 1.99421 -1.62549 -1.25250
H -2.77079 -3.40136 -1.23179
H -3.85155 -5.32252 -0.07115
H -4.15837 -5.26616 2.39288
H -3.53629 -3.24270 3.70154
H -2.38870 -1.37359 2.56003
H -1.09924 1.86959 0.97436
H -2.71831 3.68395 1.47340
H -5.15745 3.32686 1.00225
H -5.98763 1.05045 0.36815
H -4.38957 -0.80007 0.07530
H 2.69604 -3.15033 1.98136
H 4.55134 -4.34029 3.13057
H 6.83670 -3.35325 3.18448
H 7.28530 -1.20496 2.00519
H 5.41517 0.03980 0.91404
H 1.45484 2.07726 1.40298
H 2.17129 4.35438 0.67075
H 4.04678 4.57204 -0.93952
H 4.84520 2.56529 -2.20996
H 3.98149 0.30493 -1.60161
O -2.73514 1.02261 6.34067
Cl -2.40663 1.06760 4.91592
O -0.21433 -0.27651 5.17673
O -3.27613 0.26367 4.00019
O 0.15999 1.50471 3.78667

What are the energy relative to the best compared isomer or geometry (same formula, charge and spin) values for these records? In order: 4.2; 0.0; 18.8; 0.0; 65.8 kcal per mole.